Below is 2 unconnected molecules or ions with the total composition C12H27FNO3S at a distorted geometry, with properties calculated with wB97M-V/def2-TZVPD.

The geometry in ORCA input format:
```
! wB97M-V def2-TZVPD RIJCOSX def2/J DEFGRID3
* xyz 1 1
C -3.330 -0.638 0.393
C -3.788 -0.282 1.938
C -5.001 -1.252 2.469
C -2.510 -0.165 2.993
O -1.355 -0.997 2.629
S -1.561 -2.634 3.045
O -2.712 -2.872 4.049
O -2.010 -3.395 1.546
F -3.038 -4.206 1.748
H -3.977 0.054 -0.334
H -3.507 -1.771 0.155
H -2.213 -0.307 0.244
H -4.247 0.819 1.886
H -5.379 -0.979 3.565
H -5.937 -1.021 1.765
H -4.747 -2.414 2.411
H -2.141 0.967 2.897
H -2.844 -0.270 4.131
C 4.653 0.867 -2.859
C 3.597 -0.218 -2.976
C 2.181 0.135 -2.508
N 2.014 0.475 -1.008
C 2.885 -0.404 -0.120
C 2.263 1.966 -0.734
C 0.924 2.626 -0.978
C -0.063 1.656 -0.377
C 0.523 0.270 -0.597
H 4.859 1.136 -1.820
H 5.596 0.511 -3.288
H 4.348 1.768 -3.403
H 3.948 -1.126 -2.471
H 3.525 -0.487 -4.038
H 1.552 -0.743 -2.700
H 1.772 0.970 -3.085
H 3.935 -0.170 -0.296
H 2.665 -1.449 -0.354
H 2.645 -0.190 0.926
H 2.567 2.068 0.316
H 3.048 2.349 -1.387
H 0.738 2.744 -2.054
H 0.861 3.616 -0.521
H -1.057 1.750 -0.826
H -0.172 1.844 0.698
H 0.003 -0.279 -1.392
H 0.484 -0.322 0.322
*
```

The value obtained for the total energy is -34054.0108 eV.


Below is 3 unconnected molecules or ions with the total composition C12H27IN2O5 at a distorted geometry, with properties calculated with wB97M-V/def2-TZVPD.

The geometry in ORCA input format:
```
! wB97M-V def2-TZVPD RIJCOSX def2/J DEFGRID3
* xyz 0 1
N -3.948 -2.551 3.019
C -3.345 -3.878 2.836
C -2.700 -4.128 1.466
C -1.448 -4.875 1.952
I 0.031 -5.397 0.542
N -1.042 -3.991 3.057
C -2.190 -4.053 3.856
O -2.244 -4.212 5.006
H -3.206 -1.864 2.904
H -4.207 -2.486 3.999
H -4.119 -4.619 2.993
H -3.252 -4.870 0.909
H -2.503 -3.215 0.941
H -1.886 -5.728 2.457
H -0.235 -4.294 3.597
C 0.135 -1.019 -0.229
O -0.671 -0.785 0.913
C 0.059 -0.847 2.131
C 0.418 0.532 2.643
O 1.320 1.199 1.773
C 0.686 2.140 0.921
H -0.420 -0.682 -1.104
H 1.078 -0.471 -0.181
H 0.339 -2.090 -0.333
H 0.958 -1.458 2.010
H -0.583 -1.341 2.866
H 0.921 0.427 3.609
H -0.484 1.132 2.795
H 0.441 3.049 1.481
H -0.223 1.735 0.471
H 1.382 2.395 0.125
C 0.837 4.549 -2.463
O 1.255 3.195 -2.443
C 0.935 2.494 -3.636
C 2.127 2.379 -4.561
O 2.541 3.646 -5.051
C 3.661 4.174 -4.362
H 1.354 5.069 -1.656
H 1.083 5.037 -3.408
H -0.242 4.616 -2.290
H 0.094 2.971 -4.148
H 0.623 1.487 -3.342
H 1.839 1.778 -5.430
H 2.955 1.871 -4.059
H 4.578 3.670 -4.686
H 3.557 4.076 -3.279
H 3.737 5.231 -4.612
*
```

The value obtained for the total energy is -34197.3726 eV. Its SMILES is N[C@H]1C[C@@H](I)NC1=O.COCCOC.COCCOC.


Below is 2 unconnected molecules or ions with the total composition C12H27NO4PS at a distorted geometry, with properties calculated with wB97M-V/def2-TZVPD.

The geometry in ORCA input format:
```
! wB97M-V def2-TZVPD RIJCOSX def2/J DEFGRID3
* xyz -1 1
C -0.965 3.363 -3.920
C -0.270 2.685 -3.034
P 0.917 2.084 -1.656
C 1.239 3.908 -1.062
O 2.513 4.425 -1.572
C 2.377 4.904 -2.940
C -0.587 1.967 -0.460
C -1.900 1.285 -1.084
C -1.971 -0.078 -1.918
N -3.076 1.891 -0.854
C 2.084 1.432 -0.233
S 1.783 -0.421 -0.069
O 1.818 -0.790 1.426
O 2.786 -1.253 -0.835
H -1.649 3.802 -4.732
H 2.089 2.182 -2.511
H 0.786 0.716 -2.092
H 0.346 4.602 -1.345
H 1.316 3.960 0.099
H 3.123 5.725 -3.229
H 2.621 3.994 -3.624
H 1.290 5.227 -3.171
H -0.327 1.459 0.557
H -0.842 3.067 -0.173
H -0.977 -0.447 -2.346
H -2.675 0.080 -2.830
H -2.419 -0.949 -1.293
H -2.931 2.740 -0.284
H 1.826 1.880 0.793
H 3.189 1.648 -0.485
H 0.452 -0.688 -0.472
C -2.489 -4.822 3.595
C -1.278 -5.511 2.988
O -0.723 -4.814 1.882
C -0.255 -3.493 2.138
C 0.843 -3.431 3.184
H -3.269 -4.685 2.839
H -2.895 -5.419 4.417
H -2.241 -3.836 3.990
H -1.582 -6.494 2.617
H -0.508 -5.694 3.745
H -1.093 -2.841 2.407
H 0.139 -3.112 1.191
H 0.503 -3.794 4.158
H 1.188 -2.402 3.311
H 1.693 -4.051 2.883
*
```

The value obtained for the total energy is -42678.3326 eV.


Below is a molecular structure, C12H28BCs2O6S3 at a distorted geometry, with properties calculated with wB97M-V/def2-TZVPD.

The geometry in ORCA input format:
```
! wB97M-V def2-TZVPD RIJCOSX def2/J DEFGRID3
* xyz 1 1
Cs 13.346 -7.317 -9.876
Cs 10.909 -10.914 -8.150
B 12.702 -8.618 -6.653
H 11.853 -9.146 -5.981
H 13.176 -7.645 -6.122
H 13.538 -9.422 -7.017
H 12.208 -8.336 -7.707
C 15.327 -4.516 -4.180
C 15.223 -6.013 -4.471
C 15.876 -6.252 -5.828
S 15.462 -4.748 -6.756
O 14.451 -5.090 -7.751
O 16.637 -4.038 -7.175
C 14.699 -3.874 -5.389
H 16.381 -4.261 -4.057
H 14.794 -4.273 -3.262
H 14.179 -6.345 -4.518
H 15.642 -6.653 -3.693
H 15.501 -7.090 -6.402
H 16.954 -6.160 -5.688
H 13.625 -4.056 -5.438
H 14.868 -2.812 -5.560
C 17.714 -10.409 -7.969
C 16.226 -10.026 -8.080
C 15.520 -11.144 -8.886
S 16.781 -12.174 -9.638
O 16.457 -12.309 -11.026
O 17.037 -13.327 -8.824
C 18.114 -11.020 -9.315
H 17.860 -11.073 -7.120
H 18.362 -9.539 -7.846
H 16.158 -9.092 -8.640
H 15.709 -9.918 -7.132
H 15.063 -10.641 -9.742
H 14.751 -11.699 -8.358
H 18.124 -10.275 -10.109
H 19.028 -11.605 -9.255
C 9.875 -6.336 -6.880
C 10.583 -5.800 -5.639
C 10.096 -4.359 -5.536
S 8.338 -4.468 -5.850
O 7.934 -3.452 -6.781
O 7.661 -4.632 -4.596
C 8.390 -6.044 -6.750
H 10.140 -7.334 -7.237
H 10.244 -5.738 -7.736
H 11.657 -5.946 -5.711
H 10.194 -6.335 -4.766
H 10.548 -3.714 -6.292
H 10.266 -3.908 -4.560
H 7.838 -5.809 -7.658
H 7.852 -6.818 -6.205
*
```

The value obtained for the total energy is -59453.9204 eV. As for the energy above the lowest of the compared OMol25 structures with the same formula, charge and spin: 21.6 kcal per mole.